## 1
17
Properties=species:S:1:pos:R:3 method="wB97M-V/def2-TZVPD" charge=+1 e_homo_ev=-14.2 orbital_gap_ev=11.21 multiplicity=1
N 1.173 -0.158 0.464
N 0.210 2.365 -0.140
C 0.117 -1.137 0.095
C -0.522 -1.868 1.221
C -0.102 -1.328 -1.201
C -0.758 2.535 -0.953
H -1.435 -2.396 0.946
H 0.939 0.833 0.147
H -0.965 -1.957 -1.433
H 2.014 -0.390 -0.056
H 0.496 -0.955 -2.020
H 0.433 3.221 0.369
H 1.230 -0.183 1.491
H -0.709 -1.173 2.066
H -1.177 3.487 -1.206
H 0.255 -2.535 1.612
H -1.197 1.640 -1.401

***

## 2
17
Properties=species:S:1:pos:R:3 method="wB97M-V/def2-TZVPD" charge=+1 e_homo_ev=-12.4 orbital_gap_ev=5.70 multiplicity=1
N -2.491 1.510 0.352
N 2.487 2.029 -0.439
C -1.273 0.783 0.552
C -1.044 -0.440 -0.032
C -0.112 -1.350 0.445
C 0.524 -2.444 -0.308
H -3.135 1.265 1.092
H -1.606 -0.782 -0.939
H 0.064 -2.825 -1.224
H -2.837 1.298 -0.571
H 3.202 2.325 -1.073
H 1.534 -2.055 -0.661
H 0.374 -0.983 1.360
H 0.729 -3.293 0.351
H 1.961 1.241 -0.754
H 2.390 2.559 0.402
H -0.768 1.160 1.446

***

On energetic grounds, 1 is preferred over the next structure by 148.2 kJ/mol.

***

## 1
17
Properties=species:S:1:pos:R:3 method="wB97M-V/def2-TZVPD" charge=+1 e_homo_ev=-13.9 orbital_gap_ev=5.30 multiplicity=1
N -2.602 0.736 1.574
N -1.539 -0.426 -1.555
C 0.316 -0.402 0.043
C -0.184 -0.610 -1.170
C 2.563 0.798 0.318
C 1.825 -0.587 0.396
H 0.444 -0.975 -1.958
H 2.381 -1.316 -0.420
H 3.567 0.724 0.824
H -2.619 1.738 1.563
H -1.715 0.308 -2.274
H 1.972 1.604 0.804
H -2.873 0.397 2.491
H -1.710 0.363 1.274
H -2.158 -0.362 -0.731
H 1.963 -1.055 1.488
H 2.616 1.210 -0.713

***

## 2
17
Properties=species:S:1:pos:R:3 method="wB97M-V/def2-TZVPD" charge=+1 e_homo_ev=-14.8 orbital_gap_ev=11.61 multiplicity=1
N 1.495 -0.778 -0.108
N -0.104 0.610 1.213
C 1.232 0.377 1.214
C -2.013 0.649 -0.586
C -0.524 0.435 -0.387
C 0.144 -0.924 -0.698
H -2.505 -0.289 -0.227
H 2.131 -0.252 -0.640
H 0.213 -1.032 -1.729
H -0.277 -1.762 -0.126
H -2.271 0.698 -1.667
H 1.777 1.171 0.738
H -2.311 1.507 -0.114
H -0.725 0.041 1.826
H 1.795 -1.818 -0.049
H 0.130 1.248 -0.762
H 1.813 0.118 2.105

***

## 3
17
Properties=species:S:1:pos:R:3 method="wB97M-V/def2-TZVPD" charge=+1 e_homo_ev="-13.7 / -13.7" orbital_gap_ev="8.58 / 8.58" multiplicity=1
N 2.158 0.893 0.153
N -0.610 0.382 -0.175
C -1.769 1.155 0.100
C 0.972 1.381 0.197
C 0.120 -1.916 -0.779
C -0.492 -1.045 0.288
H -2.400 1.069 -0.765
H 1.002 -2.433 -0.330
H 0.481 -1.385 -1.650
H -1.319 2.228 0.312
H 0.845 2.531 0.046
H 0.138 -1.087 1.159
H 2.898 1.481 0.648
H -2.214 0.894 1.098
H -0.561 -2.699 -1.104
H 2.223 -0.141 0.161
H -1.474 -1.307 0.640

***

On energetic grounds, 2 is preferred over the next structure by 260.0 kJ/mol.

***

## 1
17
Properties=species:S:1:pos:R:3 method="wB97M-V/def2-TZVPD" charge=+1 e_homo_ev=-14.3 orbital_gap_ev=11.18 multiplicity=1
N 1.136 0.063 0.060
N -1.544 -0.038 0.691
C 2.271 -0.817 -0.099
C 1.106 1.310 0.015
C -0.641 -0.911 0.531
C -2.166 0.622 -0.553
H 3.163 -0.452 -0.601
H -0.649 -1.346 -0.412
H -1.922 0.226 1.608
H -1.552 1.427 -0.994
H -3.160 0.933 -0.233
H 1.934 -1.671 -0.769
H 2.075 1.848 -0.318
H 0.180 1.771 0.236
H 2.566 -1.211 0.826
H -0.398 -1.573 1.376
H -2.397 -0.182 -1.363

***

## 2
17
Properties=species:S:1:pos:R:3 method="wB97M-V/def2-TZVPD" charge=+1 e_homo_ev=-13.4 orbital_gap_ev=10.14 multiplicity=1
N -1.619 0.428 0.820
N 0.378 -1.492 0.633
C 0.034 0.153 -1.129
C 2.187 0.013 0.101
C -1.147 0.939 -0.518
C 0.992 -0.440 -0.149
H -0.879 1.989 -0.370
H 0.285 -2.323 0.080
H -1.941 0.977 -1.228
H -2.624 0.387 0.955
H -1.172 -0.517 0.980
H 1.037 -1.808 1.335
H 2.567 0.919 -0.339
H 2.876 -0.463 0.763
H -0.344 -0.618 -1.760
H 0.590 0.849 -1.719
H -1.219 1.008 1.547

***

On energetic grounds, 2 is preferred over the next structure by 166.2 kJ/mol.

***

## 1
11
Properties=species:S:1:pos:R:3 method="wB97M-V/def2-TZVPD" e_homo_ev=-9.6 orbital_gap_ev=10.97 multiplicity=1
N 1.155 2.617 -0.427
N 1.437 2.178 -1.412
C 1.004 -0.754 0.688
C -1.428 -0.428 0.060
C 0.049 -0.415 -0.182
H 0.801 -1.075 1.712
H -1.665 -0.833 1.053
H -1.834 0.596 -0.008
H 0.360 -0.141 -1.181
H 2.053 -0.699 0.393
H -1.931 -1.045 -0.695

***

## 2
11
Properties=species:S:1:pos:R:3 method="wB97M-V/def2-TZVPD" e_homo_ev=-9.1 orbital_gap_ev=10.34 multiplicity=1
N 1.058 -0.802 -0.198
N -0.173 -0.415 -0.705
C 1.987 0.044 -0.057
C -0.874 0.710 -0.078
C -1.361 -0.696 0.109
H -0.532 1.226 0.785
H -1.421 1.354 -0.739
H 1.849 1.080 -0.266
H 2.911 -0.310 0.484
H -1.208 -1.182 1.080
H -2.235 -1.010 -0.415

***

## 3
11
Properties=species:S:1:pos:R:3 method="wB97M-V/def2-TZVPD" e_homo_ev=-9.4 orbital_gap_ev=10.41 multiplicity=1
N -1.080 -1.934 0.229
N -1.300 0.403 0.000
C 1.917 0.779 -0.546
C -1.670 -0.898 -0.170
C 2.758 0.954 0.284
H 1.181 0.612 -1.277
H -0.546 0.607 0.638
H 3.496 1.113 1.014
H -2.563 -1.030 -0.774
H -0.244 -1.754 0.783
H -1.951 1.147 -0.182

***

## 4
11
Properties=species:S:1:pos:R:3 method="wB97M-V/def2-TZVPD" e_homo_ev=-8.6 orbital_gap_ev=9.37 multiplicity=1
N 1.033 0.922 0.519
N 2.004 0.275 1.338
C 0.262 0.067 0.005
C -1.902 -0.493 -0.998
C -1.004 0.401 -0.539
H -1.830 -1.568 -1.042
H -2.933 -0.153 -1.197
H 2.861 0.852 1.428
H 0.482 -1.029 0.103
H -1.178 1.419 -0.580
H 2.205 -0.694 0.964

***

On energetic grounds, 1 is preferred over the next structure by 216.3 kJ/mol.

***

## 1
11
Properties=species:S:1:pos:R:3 method="wB97M-V/def2-TZVPD" e_homo_ev=-8.8 orbital_gap_ev=9.65 multiplicity=1
N 1.574 -0.293 0.536
N 0.321 -0.545 0.284
C 2.567 -0.401 -0.244
C -0.620 0.437 0.245
C -2.094 0.111 0.087
H -1.993 -0.902 -0.467
H -2.671 0.006 0.964
H 2.409 -0.420 -1.321
H -0.475 1.607 0.201
H -2.525 0.901 -0.519
H 3.505 -0.503 0.235

***

## 2
11
Properties=species:S:1:pos:R:3 method="wB97M-V/def2-TZVPD" e_homo_ev=-9.1 orbital_gap_ev=9.94 multiplicity=1
N 0.037 -0.835 -0.373
N 0.219 1.418 1.372
C 1.090 0.123 -0.577
C 1.042 1.078 0.603
C -1.198 -0.294 0.116
H -1.637 0.330 -0.679
H -0.992 0.584 1.169
H 0.887 0.732 -1.466
H 2.052 -0.374 -0.718
H -1.860 -1.122 0.393
H 0.358 -1.638 0.159

***

On energetic grounds, 2 is preferred over the next structure by 38.2 kJ/mol.

***

## 1
11
Properties=species:S:1:pos:R:3 method="wB97M-V/def2-TZVPD" e_homo_ev=-10.4 orbital_gap_ev=11.22 multiplicity=1
N 0.171 -0.184 -1.410
N 0.349 -2.467 1.045
C -0.372 -0.186 -0.056
C -0.059 1.146 0.643
C 0.063 -1.411 0.667
H 0.031 1.042 1.727
H -0.855 1.864 0.429
H 1.164 0.029 -1.369
H 0.095 -1.117 -1.806
H -1.461 -0.289 -0.129
H 0.873 1.573 0.259

***

## 2
11
Properties=species:S:1:pos:R:3 method="wB97M-V/def2-TZVPD" e_homo_ev=-8.8 orbital_gap_ev=9.92 multiplicity=1
N -0.554 -0.801 0.069
N -1.043 0.392 0.515
C 2.610 -0.632 0.024
C 1.724 0.207 0.006
C -1.764 1.138 -0.218
H 3.443 -1.306 -0.075
H 0.113 -1.215 0.656
H -2.008 2.056 0.405
H 0.954 0.885 0.116
H -2.346 0.805 -1.012
H -1.129 -1.530 -0.486

***

## 3
11
Properties=species:S:1:pos:R:3 method="wB97M-V/def2-TZVPD" e_homo_ev=-9.5 orbital_gap_ev=10.70 multiplicity=1
N -1.816 0.473 0.105
N 0.193 -0.322 -0.680
C 1.294 -0.395 0.286
C -1.113 -0.549 -0.280
C 0.827 0.903 -0.217
H 0.959 -0.660 1.338
H -1.411 -1.639 -0.319
H -2.794 0.218 0.270
H 1.381 1.380 -1.030
H 2.205 -0.963 0.051
H 0.274 1.553 0.475

***

## 4
11
Properties=species:S:1:pos:R:3 method="wB97M-V/def2-TZVPD" e_homo_ev=-8.4 orbital_gap_ev=9.28 multiplicity=1
N 0.350 1.561 -1.050
N -0.581 0.290 0.704
C -0.445 1.353 0.035
C 0.213 -0.828 0.544
C -0.270 -2.064 0.584
H 0.460 2.476 -1.446
H 0.376 -2.921 0.519
H -1.327 -2.244 0.663
H 1.290 -0.666 0.465
H -1.071 2.197 0.304
H 1.004 0.847 -1.323

***

On energetic grounds, 1 is preferred over the next structure by 42.2 kJ/mol.